{"formula": "C3H9N3S2", "method": "ωB97M-V with the def2-TZVPD basis set", "s_squared": 2.009, "homo_lumo_gap_ev": [5.87, 6.78], "spin_multiplicity": 3, "fmax_ha_per_bohr": 0.1096, "homo_ev": [-15.029, -18.822], "e_tot_ev": -29376.415, "e_lumo_ev": [-9.16, -12.04], "charge": 2, "molar_mass_g_mol": 151.260, "elements": ["C", "C", "C", "N", "N", "N", "S", "S", "H", "H", "H", "H", "H", "H", "H", "H", "H"], "coordinates": [[-1.0262, -1.1367, 0.3214], [0.9498, 0.1728, 0.0767], [-1.1532, 0.7531, -1.3315], [-0.4999, -0.1840, -0.3702], [-2.3527, -1.2501, 0.5463], [1.2127, 1.4062, 0.4160], [3.8001, -0.0914, 0.6036], [2.0682, -1.2002, 0.0894], [-0.4472, -1.7245, 0.9081], [-1.8459, 0.3856, -2.1433], [-1.6431, 1.6286, -0.7776], [-0.3448, 1.2003, -1.9141], [-2.7048, -1.9761, 1.1886], [-2.9890, -0.5993, 0.1540], [0.4233, 2.1261, 0.4128], [1.9480, 1.5684, 1.0074], [4.6048, -1.0788, 0.8124]], "atomic_forces_ev_per_a": [[-5.4, 1.4, 0.5], [-3.3, -3.4, -1.9], [-0.5, 1.7, 0.0], [3.7, 1.6, -1.0], [2.5, -1.1, 0.0], [-3.2, 2.9, -0.8], [-2.1, 0.8, -1.1], [1.5, 1.0, 0.7], [1.9, -1.9, 1.6], [0.5, -0.5, 1.5], [0.4, -1.4, -0.6], [0.1, -0.1, 0.2], [0.2, 0.5, -0.7], [-0.8, 0.4, -0.4], [1.7, -1.3, 0.1], [1.9, 1.0, 1.8], [0.9, -1.7, 0.2]], "lowdin_charge": [-0.12, -0.63, 0.01, -0.08, 0.24, 0.12, 0.76, 0.82, 0.11, 0.14, 0.13, 0.10, 0.17, 0.12, 0.19, 0.04, -0.13]}